The following is a quantum chemistry calculation of the molecule C11H20N2O3 in a non-equilibrium geometry, from OMol25.

Geometry as XYZ:
```
36
Properties=species:S:1:pos:R:3:forces:R:3
C -1.089891 1.028150 0.736369 -0.1 1.6 -0.7
C 0.175507 1.637407 0.100187 -1.5 3.1 -2.7
C -1.905965 0.462104 -0.480682 0.1 -2.7 1.3
C -2.708611 -0.924960 -0.261231 2.2 -0.9 0.6
C -2.405930 -1.815405 -1.543331 -1.9 0.4 1.3
C -4.162634 -0.805991 0.139590 0.1 3.9 -2.8
C 1.039584 -0.662048 -0.132581 4.5 2.1 1.4
C 1.697591 -1.100100 1.243585 -4.1 -3.2 -3.6
C 2.090627 -1.118420 -1.214105 -2.1 0.2 -0.2
C 3.153097 -0.009924 -1.251864 0.0 -0.3 2.9
C 2.236836 1.239546 -1.094709 1.0 -1.5 2.1
H -2.093888 2.929795 0.870076 0.7 -1.9 0.5
H -1.398820 2.280345 2.186045 1.1 1.1 2.4
H -0.663879 0.377317 1.516998 -1.0 -0.6 -0.3
H -2.603582 1.184296 -0.842766 -0.2 0.8 -0.2
H -1.190409 0.213372 -1.259609 -0.1 0.4 -0.3
H -2.250519 -1.443489 0.662274 -0.1 0.6 -1.4
H -2.851972 -2.819639 -1.423807 0.4 0.3 -0.1
H -2.839546 -1.373112 -2.447111 -0.1 0.1 0.2
H -1.358954 -1.865309 -1.718600 1.0 -0.3 0.0
H -4.794709 -0.595816 -0.778837 0.5 -0.4 0.9
H -4.234276 0.129737 0.718745 -0.1 -0.3 0.1
H -4.598036 -1.544973 0.695951 -0.7 -2.3 1.2
H 0.063417 -0.982804 -0.278652 -1.6 -0.9 -0.1
H 2.247838 -2.184755 -1.009611 0.9 0.4 -0.4
H 1.566010 -1.014251 -2.187551 0.1 -0.5 0.4
H 3.634037 -0.051053 -2.189255 0.8 0.2 -1.0
H 3.910992 -0.144348 -0.395766 -1.1 0.4 -1.3
H 1.840366 1.478251 -2.002054 -1.3 0.6 -2.8
H 2.618724 2.175287 -0.741508 0.8 0.2 0.5
H 0.560501 -2.790268 0.854105 1.1 1.4 1.0
N -1.910232 2.032037 1.412796 -1.4 0.2 -2.2
N 1.156356 0.790136 -0.200212 0.6 -0.2 -0.5
O 0.154647 2.812447 -0.404758 0.3 -2.7 2.0
O 2.541640 -0.605952 1.858546 1.6 1.2 1.6
O 1.177784 -2.368489 1.525647 0.0 -0.6 0.2
```
Forces are in eV/Å.

Calculated values
**M**: 228.3 Da
**Energy relative to the best compared isomer or geometry (same formula, charge and spin)**: 230.39 kJ/mol
**SMILES string**: CC(C)C[C@H](N)C(=O)N1CCC[C@H]1C(=O)O

Taken from the Mulliken analysis, the atomic charges in e are: C 0.31; C 0.32; C -1.89; C 1.05; C -1.49; C -1.52; C 0.00; C 0.44; C -0.79; C -0.68; C -0.91; H 0.28; H 0.30; H 0.44; H 0.60; H 0.71; H 0.11; H 0.38; H 0.33; H 0.39; H 0.31; H 0.38; H 0.41; H 0.01; H 0.38; H 0.37; H 0.49; H 0.26; H 0.46; H 0.42; H 0.41; N -0.68; N 0.21; O -0.75; O -0.47; O -0.57